Record 1
Entry from OMol25: 2 unconnected molecules or ions with the total composition CH6OS2 at a distorted geometry (ωB97M-V/def2-TZVPD).

Each line ends with the natural charge from an NBO analysis.
Cartesian coordinates (Å):
C1 3.3770 -0.1113 0.2466  -0.258
O1 2.9330 1.1710 0.7503  -0.737
H1 2.4473 -0.6740 0.0739  0.173
H2 3.8443 -0.0336 -0.7499  0.173
H3 4.1763 -0.5337 0.8487  0.178
H4 3.1130 1.2653 1.6855  0.470
S1 -0.7768 0.2255 -0.6631  -0.097
S2 -2.5868 -0.6246 0.1824  -0.186
H5 -0.1014 -0.8575 -1.2360  0.143
H6 -3.3883 -1.4816 -0.4130  0.140

Values from the calculation:
- SMILES string = CO.SS
- charge = 0
- energy (Eh) = -913.24176
- energy relative to the best compared isomer or geometry (same formula, charge and spin) (kJ/mol) = 159.41
- orbital gap (eV) = 8.65
- F_max (Eh/bohr) = 0.05032
- E_LUMO (eV) = -0.34

Record 2
Entry from OMol25: 2 unconnected molecules or ions with the total composition CH6OS2 at a distorted geometry (ωB97M-V/def2-TZVPD).

Each line ends with the natural charge from an NBO analysis.
Cartesian coordinates (Å):
C1 -0.1937 2.0321 0.2598  -0.247
O1 0.8783 1.0999 0.3668  -0.729
H1 -0.5558 1.9817 -0.7658  0.176
H2 -1.0333 1.7764 0.9103  0.162
H3 0.1408 3.0287 0.5369  0.167
H4 0.7331 0.5436 1.1428  0.469
S1 1.1074 -2.5964 -0.1291  -0.147
S2 -0.0909 -1.9225 -1.6308  -0.129
H5 0.2442 -3.4518 0.4806  0.140
H6 -1.2301 -2.4916 -1.1715  0.138

Values from the calculation:
- SMILES string = CO.SS
- charge = 0
- energy (Eh) = -913.26480
- energy relative to the best compared isomer or geometry (same formula, charge and spin) (kJ/mol) = 98.92
- orbital gap (eV) = 8.79
- F_max (Eh/bohr) = 0.03145
- E_LUMO (eV) = 0.41

Record 3
Entry from OMol25: CH6P2S in the gas phase at a distorted geometry (ωB97M-V/def2-TZVPD).

Each line ends with the natural charge from an NBO analysis.
Cartesian coordinates (Å):
P1 -0.2573 -1.4543 1.1560  0.324
C1 -1.2371 -0.3882 0.0588  -0.722
S1 -0.8869 1.7726 0.0696  -0.224
P2 1.1634 1.8894 -0.4102  0.259
H1 0.8717 -0.4266 1.3067  -0.003
H2 -0.8123 -1.2150 2.3898  -0.023
H3 -1.0954 -0.5061 -1.0663  0.239
H4 -2.2781 -0.1964 0.2219  0.235
H5 1.0469 0.8314 -1.2498  -0.040
H6 1.5616 1.1819 0.6837  -0.046

Values from the calculation:
- SMILES string = PCSP
- charge = 0
- energy (Eh) = -1122.50896
- energy relative to the best compared isomer or geometry (same formula, charge and spin) (kJ/mol) = 132.50
- orbital gap (eV) = 9.21
- F_max (Eh/bohr) = 0.07379
- E_LUMO (eV) = 0.21

Record 4
Entry from OMol25: 2 unconnected molecules or ions with the total composition CH6S (ωB97M-V/def2-TZVPD).

Each line ends with the natural charge from an NBO analysis.
Cartesian coordinates (Å):
C1 1.1243 0.7529 0.7044  -0.849
H1 2.0849 0.4581 1.1281  0.214
H2 1.2090 1.6041 0.0412  0.215
H3 0.7377 -0.1468 0.2290  0.205
H4 0.4812 0.9944 1.5504  0.214
S1 -2.4613 -1.5019 -1.2360  -0.270
H5 -1.9366 -0.3404 -1.5593  0.136
H6 -1.2392 -1.8203 -0.8578  0.135

Values from the calculation:
- SMILES string = C.S
- charge = 0
- energy (Eh) = -439.86217
- energy relative to the best compared isomer or geometry (same formula, charge and spin) (kJ/mol) = 9.30
- orbital gap (eV) = 10.72
- F_max (Eh/bohr) = 0.01810
- E_LUMO (eV) = 0.90